Record 1
Here is the molecule C4H6N2O from the OMol25 dataset. Energies are from ωB97M-V with the def2-TZVPD basis set.

CARTESIAN COORDINATES (ANGSTROEM)
N -1.75 0.24 0.61
C -0.78 -0.10 -0.51
C 0.01 1.07 -0.83
C 1.39 0.92 -0.71
C 1.40 -0.38 -0.16
O 2.49 -1.11 0.14
N 0.19 -0.97 0.06
H -2.36 -0.55 0.85
H -2.34 1.02 0.33
H -0.49 1.99 -1.15
H -1.23 0.51 1.46
H 3.21 -0.51 -0.09
H 0.10 -1.98 0.05

## Properties
- Molar mass: 98.1 g mol⁻¹
- E_LUMO: -0.1 eV
- HOMO level: -6.984 eV
- Kohn-Sham gap: 0.253 hartree
- Energy above the lowest of the compared OMol25 structures with the same formula, charge and spin: 115.9 kcal per mole

---

Record 2
Here is a structure of composition C2H5F2P at a distorted geometry from the OMol25 dataset. Energies are from ωB97M-V with the def2-TZVPD basis set.

CARTESIAN COORDINATES (ANGSTROEM)
C -1.04 0.86 0.58
C -0.01 0.30 -0.42
F -0.54 -0.34 -1.48
F 0.78 1.27 -1.00
P 1.37 -1.31 0.55
H -0.44 1.65 0.99
H -1.86 1.14 -0.03
H -1.28 0.09 1.27
H 2.47 -1.25 -0.41
H 0.55 -2.43 -0.04

## Properties
- Molar mass: 98.0 g mol⁻¹
- E_LUMO: 0.6 eV
- HOMO level: -9.305 eV
- Kohn-Sham gap: 0.365 hartree
- Energy above the lowest of the compared OMol25 structures with the same formula, charge and spin: 33.5 kcal per mole

---

Record 3
Here is the molecule C6H9NO at a distorted geometry from the OMol25 dataset. Energies are from ωB97M-V with the def2-TZVPD basis set.

CARTESIAN COORDINATES (ANGSTROEM)
C 0.04 -1.72 -0.57
C -0.08 -0.42 -1.40
O 0.79 0.57 -1.09
C 0.03 1.30 -0.21
C 0.64 1.18 1.22
N 0.30 -0.16 1.64
C -0.62 -0.95 0.63
C -1.07 0.15 -0.29
H 1.10 -2.17 -0.39
H -0.72 -2.46 -1.07
H -0.24 -0.47 -2.44
H -0.33 2.23 -0.84
H -0.02 2.02 1.71
H 1.83 1.72 1.15
H -0.15 -0.22 2.51
H -1.41 -1.57 1.14
H -2.12 0.25 -0.74

## Properties
- Molar mass: 111.1 g mol⁻¹
- E_LUMO: 1.0 eV
- HOMO level: -8.849 eV
- Kohn-Sham gap: 0.361 hartree
- Energy above the lowest of the compared OMol25 structures with the same formula, charge and spin: 106.3 kcal per mole

---

Record 4
Here is a cluster of 2 separate species, H4N8 in total at a distorted geometry from the OMol25 dataset. Energies are from ωB97M-V with the def2-TZVPD basis set.

CARTESIAN COORDINATES (ANGSTROEM)
N -1.53 1.01 -0.98
N -2.23 -1.17 1.30
N 1.56 -0.31 -0.61
N 1.65 0.60 0.50
N 0.12 -0.68 -0.72
N 0.45 1.38 0.18
N -0.48 0.69 -0.59
N -3.03 -1.19 0.54
H 2.10 -1.13 -0.38
H 1.54 0.01 1.42
H -0.19 -1.24 -1.48
H 0.05 2.02 0.82

## Properties
- Molar mass: 116.1 g mol⁻¹
- E_LUMO: 1.0 eV
- HOMO level: -8.677 eV
- Kohn-Sham gap: 0.354 hartree
- Energy above the lowest of the compared OMol25 structures with the same formula, charge and spin: 0.0 kcal per mole